# 1
Density functional theory data (the ωB97M-V functional and the def2-TZVPD basis) for a structure of composition C9H19N4O4S2.

- Total energy: -1670.7339 a.u.
- Orbital gap: 0.3040 hartree
- HOMO level: -5.53 eV
- LUMO level: 2.74 eV

```
! RIJCOSX wB97M-V def2-TZVPD def2/J DEFGRID3
* xyz -1 1
O -0.8852 1.8685 2.1765
H -0.5378 3.7748 -2.0656
H -2.1790 3.6174 -2.7096
H 1.9099 -2.4781 2.0974
H -2.6028 1.8569 -4.5923
N 3.3237 -0.3505 1.8021
C -1.4272 -1.9122 2.8997
O 2.3690 1.9689 2.1207
C 3.0148 -1.2470 0.6910
N 0.8046 0.0019 1.7785
C -1.2711 3.0658 -2.4475
C -0.7095 2.3203 -3.6455
H -1.8177 -0.3173 -0.1664
H 0.1922 1.7819 -3.3483
C -1.3315 -1.6793 1.4155
H 2.3722 -0.7088 -0.0042
C -1.6401 -0.2926 0.9090
H 3.9583 -1.4380 0.1685
H -0.4216 3.0240 -4.4309
H -2.4971 0.1311 1.4335
C -2.1219 0.2792 -3.3299
H -0.9589 -2.3191 -0.3165
C 2.3650 -2.5759 1.1106
S 2.1038 0.6012 2.4792
H -1.7282 -2.9432 3.0896
S -0.3352 0.9449 1.2055
O 2.1575 0.2646 3.8874
C -1.7040 1.3309 -4.2615
H -1.4906 2.3850 -1.6275
H 3.7042 -0.8662 2.5873
H 3.1075 -3.3794 1.1587
O -0.0248 1.4935 -0.1024
N -2.4456 -0.5600 -2.6135
H 1.5761 -2.8787 0.4216
H -2.1238 -1.2201 3.3745
H -1.2694 0.8430 -5.1360
H -0.4402 -1.7478 3.3389
N -0.9955 -2.6396 0.6519
*
```

# 2
Density functional theory data (the ωB97M-V functional and the def2-TZVPD basis) for the molecule C9H19N5O3 at a distorted geometry.

- ΔE to the lowest compared entry with this formula, charge and spin: 1.612 eV
- SMILES: [H]/N=C(/N)NCCC[C@H](NC(=O)[C@H](C)N)C(=O)O
- Total energy: -853.8461 a.u.
- Orbital gap: 0.3530 hartree
- HOMO level: -9.11 eV
- LUMO level: 0.49 eV

```
! RIJCOSX wB97M-V def2-TZVPD def2/J DEFGRID3
* xyz 0 1
N -4.3919 1.2776 -0.3295
H 1.6645 -0.0862 1.0398
H -3.6289 -2.0873 -0.3424
H 3.0445 0.3891 -1.5601
H -4.9364 -0.3010 0.9289
C -0.3222 0.4406 0.5863
H 3.8610 2.2461 -0.6199
H 0.7259 -0.6464 -1.4601
H 2.9686 -2.1095 0.0652
N 3.4061 -0.1716 -0.8151
O -2.7862 0.3029 2.2687
H -1.7890 -0.1694 -0.7638
H 4.4379 -1.2468 1.1687
H 0.7072 -2.3327 -0.6410
C -4.0876 -0.0664 0.1870
C 3.8864 0.5494 0.2882
H -3.5042 1.7056 -0.7663
C -2.7740 0.0261 1.0569
C -0.1624 1.6503 -0.3447
O 1.0141 2.3244 -0.3589
C 0.7731 -0.5787 0.6762
C 1.1156 -1.3144 -0.6281
H -4.8599 -1.2992 -1.5358
H 1.6713 1.8664 0.1972
C -3.9907 -1.1856 -0.8706
N -1.5799 -0.2009 0.2255
H -0.4707 0.8075 1.6057
H 2.9885 -1.9489 -1.6934
H 4.7144 0.2793 2.0687
N 3.9581 1.8216 0.3685
H -4.6945 1.8874 0.5280
H 0.4917 -1.3433 1.3968
C 2.6723 -1.4525 -0.7754
O -1.1093 2.0287 -1.0132
H -3.1779 -0.8599 -1.5398
N 4.1646 -0.2023 1.4020
*
```

# 3
Density functional theory data (the ωB97M-V functional and the def2-TZVPD basis) for a cluster of 2 separate species, C9H19NO in total at a distorted geometry.

- ΔE to the lowest compared entry with this formula, charge and spin: 7.563 eV
- Total energy: -484.0639 a.u.
- Orbital gap (alpha / beta): 0.2870 / 0.3112 hartree
- HOMO level (alpha / beta): -7.49 / -7.91 eV
- LUMO level (alpha / beta): 0.32 / 0.56 eV

```
! RIJCOSX wB97M-V def2-TZVPD def2/J DEFGRID3
* xyz 0 1
C 0.5457 -0.5505 2.2271
H -3.1051 0.4288 0.2054
H -1.5639 2.1817 -2.8136
H -2.3272 -0.7404 -0.8351
H 3.0203 0.0032 1.6081
H 0.5009 -0.7303 -2.3045
C -1.4310 1.1746 -0.9443
H -0.9819 0.6824 -2.9340
H 0.4069 -2.9521 1.0186
H 1.0513 -1.0843 3.0445
N 0.8149 -1.1474 -1.5066
H 0.6709 0.5572 2.4588
H -1.2235 1.7242 1.0525
H 3.0265 -0.7122 0.0352
C -0.8567 1.5016 -2.2791
H 0.0360 2.1445 -2.2169
C -2.6540 0.3902 -0.7848
H 2.1196 -2.5924 1.9238
H -2.0478 2.9764 0.0922
C 1.4796 -2.5226 1.0250
C 1.1338 -0.9833 0.9066
H -3.4231 0.6889 -1.4911
H -0.5034 -0.9067 2.2838
H -0.2142 2.7628 0.1077
C 2.4213 -0.0654 0.6719
C 0.2285 -0.6917 -0.3164
O -0.4214 -1.7439 -0.9677
H 2.1925 -2.9787 0.2679
C -1.2344 2.2065 0.1156
H 2.3392 0.9788 0.3497
*
```

# 4
Density functional theory data (the ωB97M-V functional and the def2-TZVPD basis) for a structure of composition C9H19NO2 at a distorted geometry.

- ΔE to the lowest compared entry with this formula, charge and spin: 7.510 eV
- Total energy: -559.3154 a.u.
- Orbital gap: 0.3606 hartree
- HOMO level: -9.10 eV
- LUMO level: 0.71 eV

```
! RIJCOSX wB97M-V def2-TZVPD def2/J DEFGRID3
* xyz 0 1
O -2.4850 -0.3461 -1.2489
H -1.5008 -2.4537 1.0271
C 1.3813 0.2566 -1.4075
H -1.4564 2.5459 1.3594
H 0.3082 -1.6369 -1.8096
H 2.0801 -0.7407 1.2004
H 0.7556 -0.9866 2.2526
H -2.3756 1.6864 0.0338
H 1.5949 -2.4595 1.2757
C -0.2354 1.2395 0.3185
C 0.8364 1.8004 1.3375
H -0.7077 1.3583 -1.7959
H -1.3189 2.9909 -0.4530
C 0.2436 1.2531 -1.1513
H -1.3367 -2.3092 -0.6960
H -0.3066 -3.4245 0.1506
C -1.3993 2.1752 0.3359
C -0.7850 -2.4436 0.2279
H 1.7710 1.5664 0.9234
O -2.2507 -0.3537 0.1059
H 0.6649 2.2923 -1.2489
H 1.8103 -1.8336 -1.1379
H -2.7074 -1.2413 -1.4424
N -0.5739 -0.1715 0.6969
C 0.9039 -1.2102 -1.0617
C 0.2390 -1.2635 0.2103
H 1.7098 0.4354 -2.4244
C 1.2483 -1.3763 1.3446
H 2.2397 0.5100 -0.7095
H 0.7502 1.3120 2.2587
H 0.9021 2.8285 1.5279
*
```

# 5
Density functional theory data (the ωB97M-V functional and the def2-TZVPD basis) for a structure of composition C9H19NORb at a distorted geometry.

- ΔE to the lowest compared entry with this formula, charge and spin: 3.549 eV
- Total energy: -508.0464 a.u.
- Orbital gap: 0.3596 hartree
- HOMO level: -12.76 eV
- LUMO level: -2.98 eV

```
! RIJCOSX wB97M-V def2-TZVPD def2/J DEFGRID3
* xyz 1 1
C -1.9773 0.2143 0.1105
H 2.2726 -2.3218 0.3389
O 1.6557 1.3769 -0.1713
C -0.3151 0.9848 1.9614
H 0.4350 1.7270 2.2344
C -0.6333 1.0087 0.4390
H -0.1999 -2.6127 -0.0648
H 2.0816 0.9240 0.5601
N 0.4749 0.6035 -0.4117
Rb 0.0579 1.9617 -2.0999
H -2.8161 0.6447 0.6575
H -1.5514 2.7272 1.0116
H -1.3803 2.7087 -0.7904
H 2.6811 -0.7788 0.7123
H -2.1529 0.3665 -0.9545
C -0.9147 2.4685 0.1655
H -0.8381 -2.0171 -1.5943
C 1.3930 -0.9941 -2.0540
H -1.4317 -1.5228 1.2429
H -2.5855 -1.8844 -0.0604
C 0.7957 -0.8041 -0.6690
C 1.7848 -1.3595 0.4944
H 0.3660 0.2005 2.2914
H -1.1582 0.9155 2.6487
H 1.3874 -0.2435 -2.8444
C -0.4970 -1.7135 -0.6045
H 2.4795 -0.9957 -1.9678
H 1.1991 -1.9282 -2.5811
H 1.2265 -1.5565 1.4096
C -1.7165 -1.2880 0.2172
H -0.1227 3.1881 0.3729
*
```

# 6
Density functional theory data (the ωB97M-V functional and the def2-TZVPD basis) for the molecule C9H19NSi at a distorted geometry.

- ΔE to the lowest compared entry with this formula, charge and spin: 0.636 eV
- Total energy: -698.3183 a.u.
- Orbital gap (alpha / beta): 0.1719 / 0.2651 hartree
- Expectation value of S²: 2.009
- HOMO level (alpha / beta): -3.84 / -9.34 eV
- LUMO level (alpha / beta): 0.84 / -2.12 eV

```
! RIJCOSX wB97M-V def2-TZVPD def2/J DEFGRID3
* xyz 0 3
H 4.3635 -0.8388 -2.5511
H -1.7641 -1.2476 0.9030
H -0.5139 3.6357 0.2140
C 2.4259 0.2936 -0.2353
Si -0.2292 0.5210 0.3819
H -0.2954 -3.1222 0.6160
H -1.9673 4.0014 1.0044
H -2.5049 -0.6696 -2.5642
H -2.6754 -1.2542 -0.8024
H -1.0331 2.2111 2.3321
H 1.8117 1.3343 1.2827
H -2.1710 1.2903 1.4231
C -1.2498 1.9201 1.2551
H 3.6206 -2.2073 -1.6275
N 1.4615 0.7858 0.5850
H -0.0791 -2.9875 2.4337
H -1.8965 2.9088 -0.4696
H -2.8736 0.4126 -1.1995
C -1.4838 3.2080 0.4346
H 1.0514 -2.1373 1.3194
H -0.9250 -0.8173 2.5024
H -0.7065 0.6656 -2.0467
C 4.0294 -1.1988 -1.6296
C -0.8671 -0.1044 -1.2296
C -0.7950 -1.0969 1.3967
C 2.9376 -0.4135 -1.0506
H 4.8533 -1.2852 -0.9357
H -0.2261 -0.9667 -1.6305
C 0.0064 -2.4145 1.3964
C -2.3043 -0.4264 -1.5084
*
```

# 7
Density functional theory data (the ωB97M-V functional and the def2-TZVPD basis) for a structure of composition C9H19O10Tl at a distorted geometry.

- ΔE to the lowest compared entry with this formula, charge and spin: 3.347 eV
- Total energy: -1278.2637 a.u.
- Orbital gap: 0.0698 hartree
- HOMO level: -15.40 eV
- LUMO level: -13.50 eV

```
! RIJCOSX wB97M-V def2-TZVPD def2/J DEFGRID3
* xyz 2 1
Tl 3.6168 -1.3414 -2.7358
H -2.4283 -1.5724 -0.8004
H -2.7857 -2.9087 0.3268
H 1.1764 1.6034 -0.2265
O 5.5793 -0.7369 1.4170
C -2.1722 -2.5933 -0.5172
C 4.7797 1.7456 2.4211
C 6.0157 -0.2688 2.5111
O -2.4375 -3.9050 -3.7548
H 8.6755 -1.8322 2.5185
H -1.0346 -3.7169 -5.3214
O -5.6323 3.8258 -0.3147
O 5.7127 0.8824 3.0865
H 4.5410 2.6220 3.0236
H -1.6202 4.5326 0.6920
H -1.1143 -2.6604 -0.2635
H -7.5735 4.1332 -0.6695
H -2.6814 -4.1556 -5.6862
H 3.7764 1.3241 2.4840
C -2.4211 3.8965 1.0688
C -1.7023 -3.5124 -2.6961
C 7.6381 -2.0071 2.8035
C -1.8786 -4.3072 -4.9646
O -3.6622 4.2644 0.3989
H -2.5837 4.1602 2.1138
H -7.2805 2.8152 0.5033
O -4.9915 3.0305 1.7443
H 4.9736 2.0437 1.3908
H -2.1560 2.8393 1.0763
O -0.4691 -3.2475 -2.7068
O 6.9936 -0.8351 3.2806
C -4.7874 3.6368 0.6880
H 7.1786 -2.5762 1.9954
C -6.9226 3.2997 -0.4052
H 7.5800 -2.7798 3.5700
O -2.5212 -3.4217 -1.6210
O 1.2959 0.6425 -0.3563
H -6.9012 2.4733 -1.1156
H -1.7762 -5.3924 -4.9584
*
```

# 8
Density functional theory data (the ωB97M-V functional and the def2-TZVPD basis) for a cluster of 2 separate species, C9H19P in total at a distorted geometry.

- ΔE to the lowest compared entry with this formula, charge and spin: 4.764 eV
- Total energy: -695.4009 a.u.
- Orbital gap (alpha / beta): 0.2609 / 0.2632 hartree
- HOMO level (alpha / beta): -6.79 / -6.91 eV
- LUMO level (alpha / beta): 0.31 / 0.25 eV

```
! RIJCOSX wB97M-V def2-TZVPD def2/J DEFGRID3
* xyz 0 1
H 3.7341 -0.3502 0.9274
H 0.2753 1.3271 2.0120
C 0.3073 -0.8153 -0.2730
H 0.9921 2.8296 -0.3115
C -2.5023 0.2310 1.5936
H 1.8889 1.7667 2.3430
H 0.5341 -2.0835 -1.9638
H -2.3744 0.5676 -1.9810
H 3.2649 -0.4666 -1.0440
H -1.7685 -0.0833 2.3276
C -2.9039 0.3531 -0.9220
C 0.0964 -2.0765 0.5565
H -3.5587 1.1535 -0.7788
H 0.8786 -0.2938 -2.4581
H 1.0340 -2.5485 1.1335
H -3.4335 0.5049 1.8737
H -0.5974 -1.7687 1.3503
H 0.0027 1.6538 -1.3204
C 3.1561 -0.0227 0.0570
H -3.4836 -0.5110 -1.0921
C -2.2315 0.0731 0.3492
C 1.0034 1.8700 -0.8843
P 1.5508 0.4476 0.1492
H -0.2487 -2.8242 -0.1869
C 1.3228 0.9076 1.9073
C 0.3219 -1.0883 -1.7774
H 1.5689 -0.0090 2.4535
H 1.7900 1.9455 -1.6673
H -0.7141 -0.9517 -2.1660
*
```

Copy entry 4 word for word.
Density functional theory data (the ωB97M-V functional and the def2-TZVPD basis) for a structure of composition C9H19NO2 at a distorted geometry.

- ΔE to the lowest compared entry with this formula, charge and spin: 7.510 eV
- Total energy: -559.3154 a.u.
- Orbital gap: 0.3606 hartree
- HOMO level: -9.10 eV
- LUMO level: 0.71 eV

```
! RIJCOSX wB97M-V def2-TZVPD def2/J DEFGRID3
* xyz 0 1
O -2.4850 -0.3461 -1.2489
H -1.5008 -2.4537 1.0271
C 1.3813 0.2566 -1.4075
H -1.4564 2.5459 1.3594
H 0.3082 -1.6369 -1.8096
H 2.0801 -0.7407 1.2004
H 0.7556 -0.9866 2.2526
H -2.3756 1.6864 0.0338
H 1.5949 -2.4595 1.2757
C -0.2354 1.2395 0.3185
C 0.8364 1.8004 1.3375
H -0.7077 1.3583 -1.7959
H -1.3189 2.9909 -0.4530
C 0.2436 1.2531 -1.1513
H -1.3367 -2.3092 -0.6960
H -0.3066 -3.4245 0.1506
C -1.3993 2.1752 0.3359
C -0.7850 -2.4436 0.2279
H 1.7710 1.5664 0.9234
O -2.2507 -0.3537 0.1059
H 0.6649 2.2923 -1.2489
H 1.8103 -1.8336 -1.1379
H -2.7074 -1.2413 -1.4424
N -0.5739 -0.1715 0.6969
C 0.9039 -1.2102 -1.0617
C 0.2390 -1.2635 0.2103
H 1.7098 0.4354 -2.4244
C 1.2483 -1.3763 1.3446
H 2.2397 0.5100 -0.7095
H 0.7502 1.3120 2.2587
H 0.9021 2.8285 1.5279
*
```